# 1
ORCA calculation (wB97M-V/def2-TZVPD) on C33H37ClO2Si2Y as an isolated structure.

Positions of all 76 atoms, in Å:
1 C -0.85108 -0.52950 1.04332
2 C -1.44391 -0.06989 -0.17582
3 C -1.32264 -1.11197 -1.13842
4 H -1.99376 0.86279 -0.31149
5 C -0.65474 -2.21460 -0.52282
6 C -0.36301 -1.85570 0.82454
7 H 0.06014 -2.51210 1.58609
8 H -0.87465 -0.01076 2.00305
9 H -1.75867 -1.11295 -2.13572
10 H -0.47928 -3.19007 -0.97837
11 Y 1.05966 -0.33890 -0.61300
12 Si -0.18090 -0.02332 -7.63772
13 C 0.22647 1.49327 -8.64786
14 C 1.54127 1.74872 -9.07738
15 H 2.29622 0.95792 -9.03644
16 C 1.89341 3.03349 -9.51066
17 H 2.92700 3.24579 -9.79205
18 C 0.92711 4.04344 -9.57467
19 H 1.20975 5.05316 -9.87914
20 C -0.40253 3.75782 -9.24847
21 H -1.16336 4.53668 -9.33027
22 C -0.75963 2.48056 -8.80727
23 H -1.79480 2.24845 -8.54988
24 C 0.56747 -1.50323 -8.47706
25 C 0.24163 -1.73622 -9.82552
26 H -0.49691 -1.10382 -10.32611
27 C 0.87226 -2.76484 -10.53344
28 H 0.61734 -2.94017 -11.57911
29 C 1.83161 -3.56498 -9.90298
30 H 2.34123 -4.35175 -10.46040
31 C 2.12463 -3.36399 -8.55049
32 H 2.85807 -3.99859 -8.05076
33 C 1.47903 -2.35565 -7.82892
34 H 1.69563 -2.21080 -6.76574
35 H -1.64592 -0.18484 -7.60953
36 Si 0.76622 0.56973 -5.52284
37 C -0.01079 -0.98113 -4.72682
38 C -1.35677 -1.34063 -4.92124
39 H -2.04446 -0.66706 -5.43926
40 C -1.81789 -2.60479 -4.52945
41 H -2.84952 -2.89148 -4.74576
42 C -0.96504 -3.49756 -3.87834
43 H -1.32305 -4.48678 -3.58891
44 C 0.33967 -3.10332 -3.58726
45 H 0.99881 -3.75592 -3.01495
46 C 0.81929 -1.87524 -4.03943
47 H 1.85488 -1.59854 -3.83372
48 C -0.20174 2.05574 -4.91776
49 C -1.26948 1.94930 -4.01432
50 H -1.51513 0.98681 -3.56041
51 C -2.04844 3.07330 -3.71038
52 H -2.88793 2.97442 -3.02021
53 C -1.75770 4.31129 -4.28916
54 H -2.38621 5.17847 -4.07967
55 C -0.64023 4.43836 -5.12167
56 H -0.37376 5.41102 -5.54087
57 C 0.14307 3.32205 -5.42494
58 H 1.00874 3.42918 -6.08626
59 H 2.02252 0.78467 -4.81249
60 Cl 3.00774 -0.09795 -2.17601
61 C 0.33137 2.73033 -0.13374
62 O 1.07159 1.65370 0.47762
63 C 2.03515 2.02272 1.50352
64 C 2.73528 0.77329 2.02186
65 O 2.25523 -0.39472 1.31252
66 C 2.84544 -1.64881 1.69815
67 H 0.16367 2.48116 -1.19545
68 H 0.90673 3.66685 -0.05713
69 H -0.64185 2.84843 0.36738
70 H 1.50765 2.52395 2.32562
71 H 2.77117 2.70709 1.05663
72 H 2.52599 0.64180 3.09100
73 H 3.81902 0.85752 1.85913
74 H 3.92833 -1.52512 1.85445
75 H 2.37503 -2.02006 2.62237
76 H 2.67056 -2.37242 0.88740

For the energy relative to the best compared isomer or geometry (same formula, charge and spin), the calculation gives 0.00 kcal/mol. For the lowest unoccupied orbital energy, the calculation gives -2.9359 eV. For the HOMO-LUMO gap, the calculation gives 7.34 eV. Its net charge is +1.


# 2
ORCA calculation (wB97M-V/def2-TZVPD) on C10H9NO2 as an isolated structure.

Positions of all 22 atoms, in Å:
1 C 0.29847 0.22927 -2.75333
2 C -0.95130 0.62338 -2.17567
3 C 1.47141 0.33277 -1.99213
4 C -1.06095 1.10910 -0.85528
5 C 1.34722 0.71668 -0.67187
6 C 0.12277 1.08501 -0.07964
7 C 0.69244 0.19504 2.95038
8 C 0.26363 1.85140 1.15066
9 C -0.62308 -0.55062 2.62895
10 C 0.25550 -1.06569 1.49835
11 N 1.36440 -0.62754 2.06424
12 O 0.53382 1.57128 2.30661
13 O -0.14018 -1.72076 0.46596
14 H 0.45534 -0.11793 -3.85567
15 H -1.83595 0.78785 -2.86503
16 H 2.37382 -0.08020 -2.51980
17 H -1.92285 1.58563 -0.52100
18 H 2.21760 0.55148 0.05078
19 H 1.08029 0.41650 3.87384
20 H -0.89780 -1.37239 3.27017
21 H -1.52986 -0.13122 2.32055
22 H 0.56015 -1.80064 -0.19143

For the energy relative to the best compared isomer or geometry (same formula, charge and spin), the calculation gives 138.30 kcal/mol. For the lowest unoccupied orbital energy (alpha / beta), the calculation gives 0.6997 / 0.6997 eV. For the HOMO-LUMO gap (alpha / beta), the calculation gives 7.68 / 7.68 eV.


# 3
ORCA calculation (wB97M-V/def2-TZVPD) on C38H49N7P2W as an isolated structure.

Positions of all 97 atoms, in Å:
1 W -0.35642 -0.25760 0.79429
2 C -2.69932 1.81940 0.49196
3 C -2.03224 2.35843 1.73329
4 N -0.68769 1.69874 1.94502
5 C -0.47477 1.47620 3.41004
6 C -1.07117 0.15026 3.78563
7 C -1.58103 -0.12097 5.03984
8 C -2.16411 -1.35970 5.27806
9 C -2.25412 -2.27352 4.23762
10 C -1.71702 -1.94335 3.00652
11 C -1.74960 -2.88464 1.83718
12 N -1.71348 -2.10808 0.55122
13 C -3.12684 -1.85887 0.05855
14 C -3.27194 -0.42974 -0.39886
15 N -2.50811 0.36041 0.58337
16 N -1.10246 -0.76271 2.79152
17 H -2.26738 2.17879 -0.43750
18 H -3.76127 2.07685 0.49741
19 H -2.64883 2.10977 2.59932
20 H -1.91841 3.44178 1.72738
21 H 0.01926 2.37525 1.65929
22 H -0.93589 2.28439 3.97948
23 H 0.59078 1.51826 3.62881
24 H -1.54020 0.63097 5.81747
25 H -2.57092 -1.59588 6.25309
26 H -2.74273 -3.22901 4.37901
27 H -2.63868 -3.51449 1.87104
28 H -0.90226 -3.56932 1.88399
29 H -1.29902 -2.72209 -0.14547
30 H -3.80303 -2.04887 0.89264
31 H -3.36995 -2.57074 -0.72899
32 H -4.32512 -0.13862 -0.40120
33 H -2.86372 -0.26360 -1.38772
34 H -2.90273 0.10587 1.49310
35 N 1.10238 0.44968 -2.01964
36 P 0.29330 -0.97687 -1.65138
37 C -0.88481 -1.27527 -2.98454
38 C -1.73899 -0.22159 -3.34037
39 C -2.59775 -0.33940 -4.41691
40 C -2.62325 -1.51875 -5.15703
41 C -1.77037 -2.56094 -4.82820
42 C -0.89570 -2.44208 -3.75574
43 C 1.49899 -2.31659 -1.73436
44 C 1.09732 -3.65106 -1.56364
45 C 2.03373 -4.67179 -1.55606
46 C 3.38530 -4.37680 -1.71909
47 C 3.79336 -3.06205 -1.88360
48 C 2.85710 -2.03210 -1.88206
49 P 0.56545 1.60868 -0.93608
50 C -0.31288 2.88335 -1.87414
51 C -0.27350 2.84644 -3.27057
52 C -0.78220 3.90204 -4.01453
53 C -1.33723 5.00171 -3.37867
54 C -1.38444 5.04881 -1.98957
55 C -0.87200 4.00221 -1.24446
56 C 2.03460 2.46939 -0.31493
57 C 3.30931 2.01947 -0.66458
58 C 4.43899 2.65924 -0.16871
59 C 4.30957 3.73313 0.70128
60 C 3.04530 4.18497 1.06193
61 C 1.91298 3.56412 0.55225
62 H 1.48889 0.65662 -2.93617
63 H -1.70973 0.71782 -2.79911
64 H -3.23914 0.48789 -4.69130
65 H -3.29333 -1.61366 -6.00120
66 H -1.76415 -3.46477 -5.42234
67 H -0.20415 -3.24890 -3.56919
68 H 0.04494 -3.91532 -1.48343
69 H 1.71313 -5.69980 -1.44868
70 H 4.11386 -5.17659 -1.73311
71 H 4.84086 -2.83437 -2.03040
72 H 3.19342 -1.01358 -2.02750
73 H 0.14661 2.00519 -3.80469
74 H -0.73471 3.86486 -5.09457
75 H -1.72815 5.82520 -3.96115
76 H -1.81109 5.90867 -1.49078
77 H -0.91048 4.08136 -0.16481
78 H 3.43155 1.18997 -1.34962
79 H 5.42213 2.32665 -0.47478
80 H 5.19077 4.23298 1.08092
81 H 2.94179 5.04279 1.71330
82 H 0.94654 3.99944 0.78298
83 N 1.73992 0.32005 1.58966
84 C 2.34974 -0.21775 2.85851
85 C 2.74652 -1.66967 2.72503
86 C 1.54862 -2.53834 2.41377
87 N 0.96413 -2.11105 1.09605
88 H 2.40977 0.12069 0.84399
89 H 1.81909 1.33676 1.63357
90 H 1.63061 -0.12088 3.66898
91 H 3.21763 0.39596 3.10226
92 H 3.20353 -1.99768 3.65923
93 H 3.51359 -1.79497 1.95210
94 H 0.79492 -2.45934 3.19536
95 H 1.84535 -3.58438 2.32999
96 H 0.55555 -2.93642 0.66608
97 H 1.76725 -1.97694 0.47808

For the lowest unoccupied orbital energy, the calculation gives -10.9743 eV. For the HOMO-LUMO gap, the calculation gives 7.97 eV. Its net charge is +4.